Record 1
Formula: H24Na2O16S
Source: the Open Molecules 2025 dataset
Level of theory: ωB97M-V with the def2-TZVPD basis set

Properties
**E**: -1941.161847 a.u.
**Frontier orbital gap**: 7.32 eV
**Charge**: 0

```
43
H24Na2O16S, DFT ωB97M-V with the def2-TZVPD basis set
Na 18.00 -4.39 3.18
Na 14.35 -2.35 4.31
S 15.09 -5.77 4.18
O 16.46 -5.50 4.42
O 14.73 -6.99 4.92
O 14.23 -4.64 4.65
O 14.92 -5.98 2.74
O 17.44 -5.51 6.80
H 17.09 -5.71 5.93
H 18.37 -5.33 6.64
O 12.05 -7.14 4.56
H 11.83 -7.66 3.79
H 12.98 -7.34 4.72
O 16.05 -8.86 2.87
H 15.87 -9.62 3.41
H 15.40 -8.21 3.14
O 11.68 -4.35 4.79
H 11.26 -5.18 5.01
H 12.50 -4.59 4.36
O 13.19 -2.84 6.88
H 12.65 -3.38 6.30
H 13.05 -1.94 6.58
O 18.55 -7.91 3.38
H 18.76 -8.35 2.56
H 17.59 -7.87 3.40
O 14.32 -6.07 7.64
H 14.45 -6.07 6.70
H 13.43 -6.39 7.76
O 12.88 -2.96 2.43
H 13.52 -3.51 1.97
H 12.77 -2.19 1.86
O 17.19 -6.06 1.32
H 17.30 -6.89 0.86
H 16.48 -6.22 1.93
O 16.17 -8.71 6.22
H 17.02 -8.27 6.16
H 15.60 -8.20 5.65
O 12.94 -7.83 1.99
H 12.45 -7.20 1.46
H 13.65 -7.31 2.38
O 14.71 -4.16 0.89
H 14.81 -4.85 1.55
H 15.56 -4.13 0.44
```

***

Record 2
Formula: C4H11O3Sc
Source: the Open Molecules 2025 dataset
Level of theory: ωB97M-V with the def2-TZVPD basis set

Properties
**E**: -1144.761458 a.u.
**Frontier orbital gap**: 9.20 eV
**Charge**: +2

```
19
C4H11O3Sc, DFT ωB97M-V with the def2-TZVPD basis set
O 1.24 -1.14 0.17
C 0.94 -1.56 -1.15
C -0.26 -0.78 -1.64
O -0.04 0.61 -1.36
C -1.07 1.46 -1.85
Sc 1.08 0.86 0.39
H 0.69 -2.64 -1.15
H 1.79 -1.42 -1.83
H -1.17 -1.09 -1.10
H -0.41 -0.92 -2.72
H -0.81 2.49 -1.58
H -1.14 1.36 -2.94
H -2.03 1.20 -1.40
O 0.47 0.05 2.14
H 0.70 -1.34 1.52
C 0.07 0.59 3.37
H -0.95 0.27 3.64
H 0.80 0.31 4.15
H 0.08 1.70 3.35
```

***

Record 3
Formula: C10H12N2
Source: the Open Molecules 2025 dataset
Level of theory: ωB97M-V with the def2-TZVPD basis set

Properties
**E**: -497.645323 a.u.
**Frontier orbital gap**: 9.16 eV
**Charge**: 0
**Structure (SMILES)**: C[C@]12NN[C@H]1Cc1ccccc12

```
24
C10H12N2, DFT ωB97M-V with the def2-TZVPD basis set
C 0.05 1.35 -2.04
C 0.31 0.18 -1.01
N 1.58 -0.59 -1.22
N 0.81 -1.82 -1.62
C -0.51 -1.09 -1.27
C -1.15 -1.58 0.00
C -0.52 -0.61 1.03
C -0.73 -0.65 2.38
C -0.10 0.31 3.18
C 0.73 1.24 2.57
C 0.83 1.39 1.20
C 0.20 0.42 0.48
H 0.49 0.91 -3.03
H 0.36 2.44 -1.70
H -1.05 1.55 -2.38
H 2.20 -0.24 -1.86
H 0.95 -2.60 -0.88
H -1.24 -1.21 -2.19
H -0.93 -2.70 0.07
H -2.15 -1.34 -0.07
H -1.35 -1.42 2.83
H -0.32 0.55 4.21
H 1.43 1.89 3.26
H 1.26 2.27 0.79
```